ORCA calculation (ωB97M-V/def2-TZVPD) on a structure of composition C44H49BeI2N2O3S at a distorted geometry.

The calculated total energy is -82987.9858 eV. The charge is -1.

Last column: Mulliken charge in e.
Cartesian coordinates (Å):
Be -5.876 -14.609 10.989  -1.51
I -2.138 -13.409 14.199  0.08
C -1.712 -11.473 13.350  -0.81
I -0.654 -11.277 11.400  0.03
H -1.133 -11.023 14.157  0.42
H -2.671 -10.893 13.270  0.26
C -8.219 -10.591 10.675  -1.45
C -6.802 -11.081 10.437  2.30
C -5.656 -10.073 10.825  -1.67
C -6.472 -11.562 9.024  0.73
C -6.124 -10.627 8.050  -0.54
C -5.598 -11.057 6.817  -1.25
C -5.355 -12.376 6.533  -0.66
C -5.747 -13.356 7.465  0.90
C -5.595 -14.779 7.065  2.70
C -4.402 -15.076 6.131  -2.19
C -6.816 -15.443 6.411  -1.84
C -6.309 -12.958 8.702  -1.63
N -6.671 -13.878 9.710  1.48
C -7.983 -14.146 9.982  -0.01
C -8.261 -14.750 11.219  -0.48
N -7.165 -14.865 12.048  1.93
C -7.257 -15.448 13.324  -0.43
C -7.359 -14.614 14.446  -0.50
C -7.249 -15.070 15.748  -0.11
C -7.385 -16.416 16.048  -1.36
C -7.502 -17.301 14.951  -0.34
C -7.454 -16.846 13.620  0.60
C -7.608 -17.938 12.580  1.23
C -6.592 -19.161 12.688  -1.67
C -8.991 -18.547 12.728  -1.62
C -7.624 -13.101 14.265  2.28
C -6.389 -12.261 14.476  -1.38
C -8.762 -12.599 15.177  -1.83
C -9.656 -15.039 11.282  0.65
C -10.548 -15.366 12.282  0.19
C -11.904 -15.584 11.936  -0.94
C -12.389 -15.415 10.634  -0.83
C -11.554 -14.916 9.569  0.77
C -11.899 -14.314 8.343  -0.89
C -10.891 -13.775 7.483  -0.98
C -9.555 -13.692 7.832  0.12
C -9.166 -14.161 9.137  0.32
C -10.192 -14.762 9.966  -1.04
H -8.254 -9.867 11.533  0.38
H -8.891 -11.422 10.906  0.21
H -8.586 -10.142 9.727  0.33
H -6.650 -11.917 11.135  -1.06
H -5.799 -9.153 10.217  0.39
H -4.704 -10.568 10.611  0.40
H -5.666 -9.829 11.877  0.45
H -6.164 -9.585 8.352  0.32
H -5.493 -10.357 5.960  0.25
H -4.854 -12.654 5.619  0.38
H -5.380 -15.432 7.963  -0.88
H -4.659 -14.854 5.098  0.51
H -4.185 -16.140 6.160  0.41
H -3.510 -14.597 6.460  0.47
H -7.050 -14.958 5.463  0.31
H -7.708 -15.506 6.998  0.33
H -6.498 -16.450 6.177  0.56
H -7.043 -14.372 16.583  0.31
H -7.442 -16.846 17.057  0.36
H -7.388 -18.377 15.171  0.22
H -7.492 -17.613 11.483  -0.06
H -6.764 -19.794 13.560  0.46
H -5.526 -18.790 12.805  0.37
H -6.586 -19.786 11.787  0.28
H -9.142 -19.018 13.713  0.28
H -9.108 -19.286 11.927  0.48
H -9.822 -17.807 12.742  0.29
H -7.989 -13.038 13.204  -0.82
H -6.018 -12.170 15.494  0.42
H -6.529 -11.245 14.019  0.25
H -5.468 -12.566 13.932  0.08
H -8.465 -12.461 16.220  0.36
H -9.623 -13.262 15.137  0.37
H -9.104 -11.648 14.806  0.52
H -10.253 -15.533 13.331  0.80
H -12.635 -15.901 12.719  0.33
H -13.416 -15.673 10.305  0.30
H -12.870 -14.274 7.916  0.39
H -11.225 -13.308 6.553  0.36
H -8.794 -13.412 7.144  0.67
C -3.946 -20.814 7.090  -1.28
C -3.879 -19.603 8.032  1.01
C -2.981 -18.565 7.723  -0.90
C -2.842 -17.483 8.617  -0.16
C -3.619 -17.427 9.745  -0.74
C -4.663 -18.344 9.953  0.34
C -4.742 -19.467 9.180  -0.68
S -3.372 -16.285 11.110  1.36
O -3.673 -17.014 12.343  -0.65
O -2.023 -15.731 11.071  -0.70
O -4.515 -15.289 10.767  -0.27
H -5.006 -21.078 7.066  0.35
H -3.323 -21.669 7.316  0.28
H -3.665 -20.467 6.065  0.33
H -2.512 -18.469 6.739  0.29
H -2.129 -16.692 8.431  0.48
H -5.389 -18.127 10.765  -0.21
H -5.488 -20.243 9.357  0.36